1.
2 unconnected molecules or ions with the total composition C3H3N3O. Source: OMol25; level of theory: wB97M-V/def2-TZVPD.

Atoms and positions in Å:
N -0.3721 0.8329 1.9030
C 0.4702 0.3450 1.1820
C 1.3399 -0.2862 0.4026
C 0.8350 -0.9079 -0.8249
O -0.3408 -1.0248 -1.1005
H -0.6510 1.8013 1.7669
H 2.3926 -0.3166 0.6588
H 1.6139 -1.2656 -1.5250
N -2.4930 0.7905 -0.8621
N -2.7947 0.0315 -1.6008

Properties
HOMO ... -9.66 eV
Net charge ... 0

=====

2.
2 unconnected molecules or ions with the total composition CI2NO2. Source: OMol25; level of theory: wB97M-V/def2-TZVPD.

Atoms and positions in Å:
C -1.8970 -0.1704 0.0500
N 1.6814 0.0840 0.6962
O -1.3521 -1.1173 0.4035
O -2.5719 0.5986 -0.4611
I 3.4454 -0.7065 -0.1057
I 0.6942 1.3116 -0.5829

Properties
HOMO ... -2.89 eV
Net charge ... -1

=====

3.
A molecular structure, C46H60BIIrN5O6. Source: OMol25; level of theory: wB97M-V/def2-TZVPD.

Atoms and positions in Å:
Ir 0.2974 -0.2569 0.4292
N -0.8446 -2.3921 4.3287
C -0.6009 -2.0639 3.0536
O -0.0755 -0.9868 2.7795
C -0.9849 -3.0620 1.9912
C -1.1841 -2.3725 0.6685
H -0.5662 -1.7617 5.0671
H -1.2596 -3.2708 4.5827
H -1.8937 -3.5941 2.2951
H -0.1868 -3.8061 1.9363
H -2.1103 -1.8164 0.6511
H -1.0895 -3.0276 -0.1846
I 9.4029 -1.7866 -0.0359
C 7.4615 -0.9504 -0.0074
C 6.3676 -1.7797 0.1717
C 5.0979 -1.2324 0.1905
C 4.9239 0.1364 0.0479
C 6.0283 0.9569 -0.1341
C 7.3004 0.4156 -0.1668
C 3.5279 0.7895 0.1219
O 3.5038 2.0084 0.1998
O 2.5895 -0.0386 0.1048
H 6.4967 -2.8441 0.2982
H 4.2390 -1.8704 0.3181
H 5.8797 2.0204 -0.2431
H 8.1556 1.0577 -0.3087
C 2.1241 3.8870 -1.7266
C 1.2640 2.7029 -2.0321
C 0.8696 2.4945 -3.4728
O 0.8958 1.9383 -1.1637
H 2.3315 4.5078 -2.5933
H 3.0529 3.4960 -1.3092
H 1.6743 4.4770 -0.9310
H 1.4437 3.1128 -4.1534
H -0.1880 2.7343 -3.5840
H 0.9952 1.4477 -3.7334
C -1.9327 -0.2563 -4.4276
C -1.5211 -0.3570 -2.9537
C -0.1899 -1.0976 -2.7995
C -2.5995 -1.0516 -2.1556
C -3.0359 -2.3031 -2.5665
C -4.0513 -2.9598 -1.9003
C -4.6426 -2.3674 -0.8005
C -4.2301 -1.1223 -0.3428
C -4.8859 -0.5476 0.8950
C -4.7650 -1.4843 2.0984
C -6.3588 -0.2209 0.6233
C -3.1965 -0.4599 -1.0338
N -2.7148 0.7772 -0.5532
B -1.3878 1.1265 -0.0388
N -1.5793 2.5047 0.4401
C -2.9012 2.8072 0.3383
C -3.5783 1.7860 -0.2685
C -0.6873 3.5490 0.7992
C -0.7908 4.7977 0.1517
C 0.0686 5.8233 0.5340
C 1.0080 5.6478 1.5295
C 1.1053 4.4245 2.1597
C 0.2755 3.3695 1.8111
C 0.3695 2.0825 2.5766
C 1.7181 1.8222 3.2366
C -0.7567 1.9906 3.6049
C -1.8022 5.1156 -0.9323
C -2.8718 6.0712 -0.3820
C -1.1628 5.7279 -2.1816
H -1.2826 0.4355 -4.9575
H -2.9573 0.0988 -4.5153
H -1.8689 -1.2236 -4.9185
H -1.3887 0.6557 -2.5606
H -0.3029 -2.1618 -2.9891
H 0.1907 -0.9614 -1.7628
H 0.5551 -0.7043 -3.4866
H -2.5770 -2.7721 -3.4216
H -4.3803 -3.9291 -2.2383
H -5.4363 -2.8842 -0.2850
H -4.3798 0.3795 1.1807
H -5.1885 -2.4630 1.8929
H -5.2993 -1.0498 2.9399
H -3.7210 -1.6055 2.3802
H -6.9354 -1.1335 0.4997
H -6.4773 0.3741 -0.2804
H -6.7776 0.3380 1.4573
H -3.3171 3.7109 0.7381
H -4.6149 1.7589 -0.5470
H -0.0077 6.7820 0.0490
H 1.6508 6.4620 1.8214
H 1.8233 4.2969 2.9493
H 0.2370 1.2584 1.8209
H 1.8731 2.4583 4.1058
H 2.5265 1.9825 2.5286
H 1.7469 0.7903 3.5787
H -0.5942 2.7413 4.3765
H -0.7579 1.0080 4.0673
H -1.7317 2.1647 3.1559
H -2.2944 4.1925 -1.2576
H -2.4499 7.0574 -0.2073
H -3.2819 5.7254 0.5646
H -3.6906 6.1690 -1.0910
H -0.7053 6.6923 -1.9780
H -1.9268 5.8804 -2.9421
H -0.4023 5.0650 -2.5845
O 3.7487 -8.1729 -2.1675
C 2.6242 -8.1012 -1.3533
N 2.6758 -6.9460 -0.4743
C 1.8345 -5.8969 -0.6148
O 0.9030 -5.8851 -1.3970
C 2.0905 -4.7190 0.2744
C 2.7150 -4.7707 1.5182
C 2.8315 -3.5935 2.2414
C 2.2864 -2.4276 1.7298
N 1.6422 -2.3876 0.5668
C 1.5829 -3.4924 -0.1550
H 3.6893 -7.5254 -2.8796
H 2.6286 -9.0125 -0.7479
H 1.6876 -8.0336 -1.9221
H 3.5112 -6.8687 0.0886
H 3.0725 -5.7008 1.9340
H 3.3293 -3.5821 3.1960
H 2.3592 -1.5014 2.2790
H 1.0914 -3.4365 -1.1157

Properties
HOMO (spin up / spin down) ... -9.27 / -9.96 eV
2S+1 ... 6
Net charge ... +1

=====

4.
A single C22H31N5O3S2 molecule. Source: OMol25; level of theory: wB97M-V/def2-TZVPD.

Atoms and positions in Å:
C -3.3641 -4.1248 0.2607
C -2.9068 -2.7748 0.8044
N -3.0422 -1.7432 -0.1918
C -4.1988 -1.2663 -0.7387
S -5.7972 -1.6438 -0.1304
C -5.7571 -0.6018 1.3954
C -4.5554 0.3280 1.3754
O -3.5499 0.0619 2.0192
N -4.6575 1.4211 0.6179
C -5.7465 1.7853 -0.2696
C -5.1014 2.7827 -1.2279
C -4.0751 3.4836 -0.3415
C -3.5273 2.3311 0.4899
N -3.9427 -0.4182 -1.6956
N -2.6172 -0.3085 -1.7935
C -2.0715 -1.0872 -0.8887
C -0.6457 -1.1597 -0.5985
C -0.2007 -0.9444 0.7057
C 1.1544 -0.9989 0.9821
C 2.0468 -1.2583 -0.0401
S 3.8057 -1.3570 0.2931
O 4.0145 -1.1079 1.6949
O 4.3057 -2.5844 -0.2520
N 4.3566 -0.1077 -0.6739
C 4.0298 1.2005 -0.1571
C 5.0092 1.7722 0.8720
C 6.3482 2.1683 0.2489
C 7.3715 1.0310 0.1604
C 6.7919 -0.3401 -0.2014
C 5.6721 -0.3118 -1.2458
C 1.6182 -1.4503 -1.3403
C 0.2664 -1.3976 -1.6244
H -4.4133 -4.0940 -0.0240
H -2.7738 -4.4004 -0.6108
H -3.2323 -4.8852 1.0250
H -1.8549 -2.8230 1.0914
H -3.4921 -2.4884 1.6821
H -5.6812 -1.2700 2.2529
H -6.7008 -0.0612 1.4257
H -6.1356 0.9158 -0.8005
H -6.5551 2.2534 0.3064
H -5.8271 3.4641 -1.6657
H -4.5934 2.2342 -2.0210
H -3.2951 3.9811 -0.9121
H -4.5656 4.2165 0.3012
H -3.1747 2.6239 1.4811
H -2.7088 1.8216 -0.0309
H -0.9112 -0.7049 1.4843
H 1.5366 -0.8434 1.9789
H 3.9483 1.8850 -1.0099
H 3.0393 1.1032 0.2951
H 4.5406 2.6590 1.3049
H 5.1503 1.0441 1.6701
H 6.1594 2.5716 -0.7491
H 6.7935 2.9742 0.8367
H 8.1239 1.3108 -0.5812
H 7.8837 0.9345 1.1198
H 7.6032 -0.9706 -0.5699
H 6.3856 -0.8262 0.6870
H 5.8429 0.4613 -1.9988
H 5.6205 -1.2832 -1.7411
H 2.3512 -1.6440 -2.1064
H -0.0975 -1.5385 -2.6301

Properties
HOMO ... -9.00 eV
Net charge ... 0

=====

5.
A molecular structure, C5H6N2S. Source: OMol25; level of theory: wB97M-V/def2-TZVPD.

Atoms and positions in Å:
C 1.0440 -0.3179 -1.1970
C -0.3356 0.1517 0.6684
C -2.3756 0.2009 -0.2540
C -1.6349 -0.4467 -1.1674
C -0.2798 -0.7192 -0.5619
H 1.4860 -1.1026 -1.8116
H 0.9465 0.5721 -1.7944
H -1.8866 1.2606 1.5073
H -3.3930 0.4836 -0.3050
H -1.9786 -0.8183 -2.1141
H -0.2196 -1.7721 -0.2255
N 0.7199 0.6006 1.2312
N -1.6621 0.4431 0.9473
S 2.0708 0.0536 0.2853

Properties
HOMO ... -7.84 eV
Net charge ... 0

=====

6.
2 unconnected molecules or ions with the total composition C5H3Br. Source: OMol25; level of theory: wB97M-V/def2-TZVPD.

Atoms and positions in Å:
C 1.3654 -2.0029 0.8075
C 2.5170 -1.9671 0.9829
C -0.4285 1.4501 -0.4866
C -0.2425 0.0962 -0.6971
C -0.6043 -0.8523 0.3218
Br -1.9533 -0.3420 1.4473
H 0.1881 2.0798 -1.1608
H -0.7176 1.9042 0.4436
H -0.1243 -0.3660 -1.6587

Properties
HOMO (spin up / spin down) ... -10.29 / -8.96 eV
Net charge ... 0

=====

7.
A molecular structure, C14H25AlClF6O7S. Source: OMol25; level of theory: wB97M-V/def2-TZVPD.

Atoms and positions in Å:
C -2.2381 -0.3647 1.8113
C -2.8256 -1.3841 0.7803
O -1.9180 -2.3396 0.3001
Al -0.3957 -1.6385 -0.4971
C -0.2269 -2.0990 -2.4827
C 0.8421 -1.2610 -3.3054
C 1.3731 0.0009 -2.5706
C 2.3948 0.7778 -3.4752
S 3.6114 1.5963 -2.3442
O 4.1615 2.8318 -2.9379
O 3.0125 1.8773 -1.0206
Cl 5.1159 0.1643 -2.1080
H -2.2763 0.6353 1.3517
H -1.2062 -0.5739 2.1074
H -2.8433 -0.2821 2.7332
H -3.6310 -1.9366 1.3132
H -3.3069 -0.8362 -0.0452
H -0.2965 -0.0726 -0.2246
H 0.8726 -2.3292 0.2387
H 0.1275 -3.1441 -2.5719
H -1.1743 -2.0498 -3.0491
H 1.7344 -1.8936 -3.4775
H 0.4476 -1.0242 -4.3081
H 0.5710 0.6677 -2.2544
H 1.9474 -0.3642 -1.7070
H 2.9259 0.0220 -4.0652
H 1.9472 1.5860 -4.0582
C 6.8076 1.8031 -0.0583
C 7.7851 2.5156 0.8540
O 7.1815 2.8368 2.1186
C 7.1332 1.8449 3.0000
O 7.5432 0.7421 2.8205
C 6.5141 2.3381 4.3026
F 5.4160 3.0577 4.0904
F 7.3729 3.1126 4.9750
F 6.1806 1.3343 5.0999
H 5.8979 2.3933 -0.1791
H 7.2529 1.6356 -1.0371
H 6.5125 0.8399 0.3559
H 8.0798 3.4667 0.4121
H 8.6942 1.9320 1.0063
C -8.4672 -3.0735 0.4796
C -8.9345 -1.6547 0.2276
O -8.1140 -0.7101 0.9271
C -6.9577 -0.4103 0.3345
O -6.5821 -0.8624 -0.6979
C -6.2046 0.6295 1.1556
F -6.2044 0.3320 2.4550
F -6.7673 1.8378 1.0322
F -4.9483 0.7341 0.7764
H -8.4277 -3.2778 1.5505
H -9.1416 -3.7882 0.0070
H -7.4642 -3.2323 0.0836
H -9.9448 -1.5202 0.6127
H -8.9587 -1.4225 -0.8377

Properties
HOMO ... -4.72 eV
Net charge ... -1

=====

8.
A single C25H31N3O4S molecule. Source: OMol25; level of theory: wB97M-V/def2-TZVPD.

Atoms and positions in Å:
C 1.2149 1.3113 -4.7107
C -0.0795 2.1215 -4.5927
C -0.8232 1.6896 -3.3455
O -1.5597 0.7227 -3.3535
N -0.5833 2.4014 -2.2064
C 0.3751 3.4973 -2.0625
C 0.6647 3.6084 -0.5546
C -0.3518 2.6953 0.0585
C -0.5681 2.3911 1.3820
C -1.5303 1.4382 1.6782
S -1.6285 0.8083 3.3486
O -1.6861 1.8885 4.2858
O -2.6384 -0.2091 3.3849
N -0.1662 0.0533 3.5827
C 0.1476 -1.0445 2.6905
C 0.8395 -0.4747 1.4491
O 1.6598 0.4233 1.6005
N 0.5537 -0.9696 0.2314
C -0.4854 -1.9449 -0.0525
C -0.7171 -2.0935 -1.5594
C 0.5854 -2.3924 -2.2309
C 0.7827 -3.4116 -3.1467
C 2.0359 -3.6061 -3.7039
C 3.0953 -2.7930 -3.3379
C 2.9060 -1.7781 -2.4143
C 1.6515 -1.5751 -1.8649
C 1.3444 -0.4784 -0.8935
C 1.1062 -2.0130 3.4214
C 1.5366 -3.1786 2.5355
C 0.4405 -2.5277 4.6936
C -2.3074 0.8571 0.6976
C -2.0992 1.1623 -0.6400
C -1.0764 2.0456 -0.9462
H 1.8896 1.5099 -3.8802
H 0.9874 0.2477 -4.7120
H 1.7277 1.5582 -5.6369
H 0.1243 3.1912 -4.5982
H -0.7194 1.8823 -5.4434
H 1.2844 3.2919 -2.6274
H -0.0740 4.4206 -2.4447
H 0.5608 4.6314 -0.1944
H 1.6707 3.2646 -0.3066
H -0.0007 2.8502 2.1750
H 0.5974 0.7146 3.6422
H -0.7991 -1.5396 2.4734
H -1.4173 -1.6340 0.4282
H -0.1926 -2.9211 0.3502
H -1.4424 -2.8887 -1.7315
H -1.1270 -1.1659 -1.9690
H -0.0436 -4.0474 -3.4292
H 2.1877 -4.3974 -4.4227
H 4.0721 -2.9511 -3.7702
H 3.7313 -1.1442 -2.1237
H 0.7791 0.3058 -1.4113
H 2.2519 -0.0330 -0.4804
H 1.9939 -1.4308 3.6912
H 0.6807 -3.7989 2.2778
H 2.2509 -3.7989 3.0721
H 2.0125 -2.8291 1.6221
H -0.4235 -3.1396 4.4448
H 0.1039 -1.6946 5.3031
H 1.1409 -3.1293 5.2681
H -3.0699 0.1565 0.9996
H -2.6910 0.7057 -1.4145

Properties
HOMO ... -8.72 eV
Net charge ... 0

=====

9.
A molecular structure, C2H4MnO2. Source: OMol25; level of theory: wB97M-V/def2-TZVPD.

Atoms and positions in Å:
O -0.2471 -1.0245 -0.1312
H -0.3751 -1.9653 -0.2913
O 0.2290 1.4322 0.3142
Mn -1.4611 0.3591 0.8284
H 0.4413 2.3609 0.4531
C 1.1817 0.7503 -0.4151
C 0.9128 -0.5241 -0.6813
H 2.0066 1.3164 -0.8373
H 1.7347 -1.2161 -0.8941

Properties
HOMO (spin up / spin down) ... -11.48 / -14.36 eV
2S+1 ... 7
Net charge ... +1

=====

10.
A molecular structure, C7H8MnN2O5. Source: OMol25; level of theory: wB97M-V/def2-TZVPD.

Atoms and positions in Å:
Mn 0.8059 -0.9528 -0.7056
C -0.9394 -1.0683 -0.5003
O -2.1034 -1.2492 -0.4255
C 0.9562 -2.4497 -1.6380
O 0.8651 -3.4454 -2.2274
C 1.0899 -1.4309 1.0591
O 1.1817 -1.6763 2.1854
C 0.6149 0.3989 -1.9543
O 0.4156 1.2772 -2.6797
C 2.9859 0.4030 -0.2256
H 2.7394 1.3934 -0.7089
H 2.9933 0.4147 0.9034
C 3.2076 -0.6853 -0.9213
H 3.5388 -1.6582 -0.4640
H 3.2902 -0.6995 -2.0431
N -2.7857 0.8064 2.2785
C -2.1850 1.3336 1.1540
N -3.0977 1.9719 0.3322
O -1.0095 1.2113 0.8902
H -3.7025 1.0721 2.5606
H -2.1527 0.3725 2.9464
H -2.7025 2.4357 -0.4759
H -4.0061 2.2249 0.6597

Properties
HOMO (spin up / spin down) ... -22.66 / -22.57 eV
2S+1 ... 5
Net charge ... +3

=====

11.
A molecular structure, C47H40BCoN5O4P2S. Source: OMol25; level of theory: wB97M-V/def2-TZVPD.

Atoms and positions in Å:
Co 0.1217 -0.3604 0.9766
N 2.3806 0.7981 4.4577
C 3.3393 -0.1300 4.0793
C 4.6111 -0.4204 4.5676
C 5.2815 -1.4561 3.9492
C 4.7021 -2.1813 2.8905
C 3.4467 -1.8793 2.4092
C 2.7671 -0.8213 3.0117
N 1.4983 -0.3071 2.7553
C 1.3139 0.6242 3.6349
C 0.0447 1.3441 3.7122
C -0.4217 2.0963 4.7298
S -2.0188 2.5862 4.3916
C -1.9621 1.7370 2.9087
N -0.8321 1.1519 2.6622
H 2.4613 1.4848 5.1863
H 5.0496 0.1306 5.3909
H 6.2750 -1.7198 4.2912
H 5.2614 -2.9965 2.4472
H 2.9807 -2.4247 1.6001
H 0.0657 2.3646 5.6564
H -2.8240 1.7217 2.2545
C -2.7340 -0.3421 -1.4822
C -2.8134 0.8852 -0.5445
P -1.2140 1.7540 -0.7861
C -1.2946 3.2688 0.2555
C -0.1495 3.6462 0.9544
C -0.1557 4.7805 1.7601
C -1.3122 5.5422 1.8782
C -2.4554 5.1795 1.1733
C -2.4414 4.0546 0.3604
C -1.4489 2.5864 -2.4120
C -0.3352 3.2640 -2.9193
C -0.3980 3.9274 -4.1348
C -1.5752 3.9155 -4.8759
C -2.6853 3.2439 -4.3851
C -2.6228 2.5820 -3.1598
P -1.2205 -1.3531 -1.0744
C -0.0799 -1.1615 -2.5049
C -0.2734 -0.3402 -3.6064
C 0.6897 -0.2667 -4.6094
C 1.8572 -1.0060 -4.5140
C 2.0702 -1.8173 -3.4017
C 1.1090 -1.8932 -2.4030
C -1.8302 -3.0495 -1.5303
C -2.4464 -3.2428 -2.7710
C -2.8586 -4.5034 -3.1721
C -2.6543 -5.6011 -2.3399
C -2.0508 -5.4214 -1.1067
C -1.6439 -4.1517 -0.7024
H -2.7051 -0.0246 -2.5253
H -3.5986 -0.9888 -1.3527
H -2.8354 0.5223 0.4868
H -3.7072 1.4870 -0.7204
H 0.7436 3.0322 0.8750
H 0.7416 5.0672 2.2978
H -1.3231 6.4188 2.5149
H -3.3559 5.7781 1.2559
H -3.3327 3.7883 -0.2017
H 0.5882 3.2629 -2.3475
H 0.4741 4.4516 -4.5093
H -1.6252 4.4259 -5.8303
H -3.6087 3.2332 -4.9526
H -3.5082 2.0688 -2.8004
H -1.1617 0.2778 -3.6861
H 0.5278 0.3859 -5.4609
H 2.6098 -0.9405 -5.2910
H 2.9935 -2.3774 -3.3055
H 1.2839 -2.5043 -1.5203
H -2.5914 -2.3998 -3.4391
H -3.3296 -4.6349 -4.1400
H -2.9645 -6.5903 -2.6571
H -1.8865 -6.2711 -0.4532
H -1.1651 -4.0289 0.2565
O 3.1653 -0.1525 -0.0453
B 1.8093 0.2683 -0.1767
O 1.7767 1.0419 -1.3902
C 3.0213 1.0038 -1.9576
C 3.4490 1.5528 -3.1452
C 4.7931 1.3661 -3.4796
C 5.6486 0.6493 -2.6485
C 5.1932 0.0895 -1.4505
C 3.8686 0.2871 -1.1377
H 2.7623 2.0851 -3.7936
H 5.1758 1.7880 -4.4015
H 6.6861 0.5241 -2.9339
H 5.8450 -0.4829 -0.8000
C -3.8855 -2.7138 4.6399
N -2.6968 -2.7159 3.7963
C -1.7673 -3.7114 3.8622
C -0.6895 -3.7365 3.0593
C -0.5330 -2.6411 2.1303
O 0.4443 -2.5465 1.3417
N -1.4610 -1.6500 2.0868
C -2.5547 -1.6541 2.8861
O -3.4373 -0.7916 2.8642
H -3.8343 -3.5630 5.3174
H -4.7862 -2.7829 4.0331
H -3.9431 -1.7900 5.2112
H -1.9491 -4.4754 4.6080
H 0.0608 -4.5109 3.1214

Properties
HOMO (spin up / spin down) ... -6.68 / -7.72 eV
2S+1 ... 4
Net charge ... 0

=====

| no. | calculated total energy (a.u.) |
| --- | --- |
| 1 | -355.60868 |
| 2 | -838.74794 |
| 3 | -2940.67730 |
| 4 | -2152.81070 |
| 5 | -701.79360 |
| 6 | -2765.90224 |
| 7 | -2775.20192 |
| 8 | -1834.72998 |
| 9 | -1379.74592 |
| 10 | -1906.90177 |
| 11 | -4878.45399 |